Entry 1:
Computed, not measured: a cluster of 7 separate species, H12NO9 in total, with wB97M-V/def2-TZVPD.

The geometry in XYZ format:
```
22
Properties=species:S:1:pos:R:3:forces:R:3:mulliken_charge:R:1
N 0.210 0.161 -0.158 -1.321 -6.351 3.164 1.1222
O 1.087 0.415 0.710 -0.436 2.879 -0.405 -0.8156
O 0.534 -0.797 -0.915 0.733 1.061 -1.902 -0.7748
O -1.034 0.170 0.112 0.807 2.462 -0.442 -0.7138
O -2.453 -1.789 -1.836 1.317 -2.507 0.890 -0.6411
H -1.931 -2.667 -1.678 -1.360 2.495 -0.545 0.3209
H -2.241 -1.294 -1.023 0.172 0.100 -0.445 0.3250
O -0.041 0.485 3.466 -0.256 -0.011 1.362 -0.6834
H -0.979 0.262 3.432 0.391 0.098 -0.507 0.2954
H 0.305 0.619 2.588 -0.132 -0.128 -0.965 0.3979
O 1.061 -2.117 -3.348 7.372 -1.346 7.071 -0.6192
H 0.931 -1.559 -2.517 0.307 -1.017 -1.405 0.4610
H 0.408 -1.914 -3.833 -7.726 2.326 -5.801 0.2452
O -2.278 2.684 0.245 -1.302 10.557 3.865 -0.5829
H -2.132 1.864 0.123 2.047 -9.454 -1.162 0.3108
H -1.948 2.929 1.185 -0.766 -0.947 -2.699 0.3089
O 2.159 -2.363 0.711 -0.921 0.150 0.666 -0.7186
H 1.608 -1.632 0.129 1.050 -2.351 2.626 0.4253
H 1.900 -2.713 1.661 -0.044 2.025 -3.370 0.2810
O 1.528 3.181 -0.055 -0.910 -3.657 0.574 -0.6493
H 1.886 3.829 0.522 0.448 0.549 1.011 0.2777
H 1.413 2.256 0.475 0.532 3.065 -1.580 0.4275
```
Positions in Å, forces in eV/Å.

The value obtained for the total energy is -20108.82734 eV. The calculation puts the HOMO energy at -6.866 eV. The value obtained for the gap between HOMO and LUMO is 9.622 eV. The multiplicity is 1. The energy above the lowest of the compared OMol25 structures with the same formula, charge and spin comes out at 3.5060 eV. As for the total charge: -1. The lowest unoccupied orbital energy is 2.8 eV.

***

Entry 2:
Computed, not measured: a cluster of 6 separate species, H12O5S in total, with wB97M-V/def2-TZVPD.

The geometry in XYZ format:
```
18
Properties=species:S:1:pos:R:3:forces:R:3:mulliken_charge:R:1
S -1.441 -2.997 1.695 -0.362 0.102 -0.233 -0.3432
H -0.812 -4.153 1.927 0.165 0.105 0.175 0.1569
H -0.733 -2.242 2.541 0.194 -0.210 0.046 0.1639
H 0.705 1.960 -1.155 0.011 0.106 -0.151 0.2002
H -0.731 2.617 -1.267 0.611 -0.177 -0.170 0.3352
O 0.140 2.531 -1.689 -0.575 0.334 0.049 -0.6211
H -2.220 -0.446 0.269 0.093 0.325 0.067 0.2557
H -1.454 0.919 0.283 0.059 -0.036 0.425 0.2826
O -1.544 0.081 -0.176 -0.516 -0.087 -0.065 -0.6208
H -0.099 -2.369 -1.508 0.144 0.466 0.082 0.2997
H -0.565 -0.959 -1.027 0.131 -0.189 -0.167 0.4562
O 0.111 -1.425 -1.552 0.101 -0.370 -0.155 -0.6812
H 0.894 1.929 0.820 0.322 0.022 0.074 0.3503
H 1.146 1.450 2.243 -0.001 -0.033 -0.085 0.3138
O 0.457 1.790 1.664 -0.301 0.045 0.017 -0.6115
H 1.299 0.208 -0.918 0.655 -0.446 0.060 0.3971
H 2.715 0.427 -1.436 0.028 0.057 -0.076 0.2948
O 2.133 0.679 -0.714 -0.758 -0.013 0.107 -0.6285
```
Positions in Å, forces in eV/Å.

The value obtained for the total energy is -21267.48621 eV. The calculation puts the HOMO energy at -10.202 eV. The value obtained for the gap between HOMO and LUMO is 10.496 eV. The multiplicity is 1. The energy above the lowest of the compared OMol25 structures with the same formula, charge and spin comes out at 0.5566 eV. The lowest unoccupied orbital energy is 0.3 eV. Its structure (SMILES) is O.O.O.O.O.S.

***

Entry 3:
Computed, not measured: a cluster of 6 separate species, H12O5S2 in total, with wB97M-V/def2-TZVPD.

The geometry in XYZ format:
```
19
Properties=species:S:1:pos:R:3:forces:R:3:mulliken_charge:R:1
S -0.787 3.862 -2.151 1.704 -3.299 -1.586 -0.1915
S 1.295 3.831 -1.708 -0.666 0.409 0.458 -0.1390
H -1.353 4.925 -1.824 -0.688 2.936 1.447 0.1556
H 1.734 5.070 -2.011 -0.353 -0.115 -0.282 0.1662
H -2.459 -0.111 -1.322 0.109 -0.426 0.356 0.3161
H -1.138 0.371 -1.722 0.456 -0.527 0.380 0.3027
O -1.524 -0.337 -1.175 -0.709 1.041 -0.770 -0.6937
H -1.588 2.776 0.843 1.237 -0.839 -1.104 0.3103
H -1.711 3.620 2.057 1.319 1.073 1.768 0.3043
O -2.199 3.208 1.395 -2.552 -0.221 -0.704 -0.5991
H -2.001 -3.184 0.659 0.457 0.416 0.040 0.3111
H -1.559 -1.807 0.062 0.448 -0.610 0.632 0.3778
O -1.338 -2.478 0.752 -0.641 0.182 -0.522 -0.6400
H 1.745 -3.083 2.447 0.196 -0.173 0.232 0.3089
H 0.583 -2.607 1.553 1.361 -0.268 -0.328 0.3527
O 1.569 -2.783 1.557 -1.805 0.643 0.015 -0.6442
H 2.964 -3.339 0.274 -0.749 -1.102 0.110 0.3243
H 4.308 -3.755 0.171 1.303 -0.422 -0.136 0.2999
O 3.459 -4.179 0.144 -0.426 1.302 -0.007 -0.6224
```
Positions in Å, forces in eV/Å.

The value obtained for the total energy is -32101.89324 eV. The calculation puts the HOMO energy at -9.378 eV. The value obtained for the gap between HOMO and LUMO is 9.028 eV. The multiplicity is 1. The energy above the lowest of the compared OMol25 structures with the same formula, charge and spin comes out at 1.4830 eV. The lowest unoccupied orbital energy is -0.4 eV. Its structure (SMILES) is SS.O.O.O.O.O.

***

Entry 4:
Computed, not measured: a cluster of 6 separate species, H12O5S2 in total, with wB97M-V/def2-TZVPD.

The geometry in XYZ format:
```
19
Properties=species:S:1:pos:R:3:forces:R:3:mulliken_charge:R:1
S 1.002 3.157 1.930 0.469 -0.539 0.359 -0.1686
S 1.023 1.018 2.181 0.196 0.855 -0.075 -0.0975
H -0.143 3.060 1.275 -0.258 0.342 -0.332 0.1378
H -0.241 1.074 1.797 -0.422 -0.684 -0.008 0.1212
H -1.381 -2.972 1.941 -0.264 -0.238 0.130 0.3205
H -0.268 -1.978 2.073 0.299 0.222 -0.004 0.2597
O -0.732 -2.502 1.419 -0.138 -0.102 -0.236 -0.5698
H -0.220 -3.971 -0.443 -0.785 0.392 0.893 0.3098
H 0.236 -5.355 -0.949 -0.283 -0.424 0.133 0.3014
O 0.419 -4.423 -0.964 1.130 0.130 -0.948 -0.6174
H -3.161 -0.230 -0.496 -0.224 0.252 -0.090 0.2905
H -2.237 -1.417 -0.532 0.208 0.373 0.121 0.3131
O -2.255 -0.461 -0.706 0.067 -0.651 0.052 -0.5970
H 0.950 -1.335 -2.327 0.747 -0.654 0.201 0.3042
H -0.535 -1.070 -2.228 -0.103 0.173 0.125 0.3173
O 0.284 -0.719 -2.590 -0.656 0.412 -0.211 -0.6630
H -0.497 0.331 -4.090 0.225 -0.297 0.025 0.3685
H -0.523 1.707 -3.548 0.231 0.572 0.757 0.2943
O -0.750 1.224 -4.327 -0.439 -0.134 -0.892 -0.6250
```
Positions in Å, forces in eV/Å.

The value obtained for the total energy is -32102.05864 eV. The calculation puts the HOMO energy at -8.763 eV. The value obtained for the gap between HOMO and LUMO is 8.450 eV. The multiplicity is 1. The energy above the lowest of the compared OMol25 structures with the same formula, charge and spin comes out at 1.3176 eV. The lowest unoccupied orbital energy is -0.3 eV. Its structure (SMILES) is SS.O.O.O.O.O.

***

Entry 5:
Computed, not measured: a cluster of 6 separate species, H12O6 in total, with wB97M-V/def2-TZVPD.

The geometry in XYZ format:
```
18
Properties=species:S:1:pos:R:3:forces:R:3:mulliken_charge:R:1
H -0.606 -0.646 0.243 -0.460 -2.535 1.240 0.2992
H -0.037 0.171 -0.737 0.054 0.928 -0.296 0.2723
H 0.805 4.510 -1.654 0.151 -1.068 1.432 0.3246
H 2.111 4.001 -1.348 2.740 -0.164 -0.514 0.3010
H 2.591 -1.189 3.085 -0.569 0.097 -0.221 0.3262
H 2.860 -1.508 1.501 0.623 0.394 2.965 0.2988
H -4.201 -1.176 -1.812 -0.572 0.516 -0.442 0.3180
H -4.231 -2.173 -0.791 -1.161 0.049 0.003 0.3069
H -3.213 0.237 2.252 -2.189 -2.563 -0.007 0.2918
H -1.901 0.727 1.976 0.482 0.562 -0.200 0.3050
H 2.895 -1.041 -2.090 -0.048 0.548 0.060 0.3147
H 3.481 -2.092 -1.071 -0.743 0.470 -2.642 0.3316
O -0.623 0.249 0.024 0.406 1.499 -0.909 -0.5727
O 1.268 3.919 -0.987 -2.876 1.210 -0.932 -0.6238
O 3.258 -1.425 2.444 -0.081 -0.473 -2.719 -0.6284
O -4.880 -1.635 -1.299 1.730 -0.560 0.443 -0.6251
O -2.753 1.021 2.306 1.681 2.094 0.165 -0.5972
O 3.176 -1.950 -2.042 0.833 -1.003 2.575 -0.6428
```
Positions in Å, forces in eV/Å.

The value obtained for the total energy is -12478.50329 eV. The calculation puts the HOMO energy at -11.347 eV. The value obtained for the gap between HOMO and LUMO is 10.998 eV. The multiplicity is 1. The energy above the lowest of the compared OMol25 structures with the same formula, charge and spin comes out at 2.6105 eV. The lowest unoccupied orbital energy is -0.3 eV. Its structure (SMILES) is O.O.O.O.O.O.

***

Entry 6:
Computed, not measured: a cluster of 6 separate species, H12O6 in total, with wB97M-V/def2-TZVPD.

The geometry in XYZ format:
```
18
Properties=species:S:1:pos:R:3:forces:R:3:mulliken_charge:R:1
H -0.256 0.114 -0.011 -0.707 0.789 -0.921 0.3851
H -1.472 1.037 -0.417 -0.181 0.148 0.369 0.2794
H 3.156 -0.507 0.440 -1.765 1.528 -0.120 0.3312
H 3.695 -1.846 0.241 0.823 1.019 0.750 0.3196
H 3.138 0.406 -2.120 0.113 0.420 -0.123 0.3245
H 3.070 -1.041 -1.628 -1.779 2.200 -1.290 0.3029
H -3.599 -2.638 -0.399 1.661 -0.071 0.679 0.3081
H -4.988 -2.389 0.291 0.505 -0.061 0.063 0.3175
H -0.426 -1.103 1.744 1.087 0.359 0.289 0.3136
H 0.936 -0.794 2.489 -0.075 -0.153 0.264 0.3166
H -1.323 3.569 0.225 0.289 -4.193 0.685 0.2793
H -2.212 4.700 0.127 0.442 0.323 -0.114 0.3217
O -0.808 0.449 -0.764 0.916 -0.864 0.502 -0.6219
O 3.964 -0.946 0.572 0.869 -2.620 -0.482 -0.6427
O 2.477 -0.279 -2.015 1.698 -2.562 1.283 -0.6384
O -4.514 -2.549 -0.530 -2.173 0.143 -0.757 -0.6254
O 0.437 -0.632 1.689 -1.019 -0.308 -0.503 -0.6706
O -1.275 4.451 0.065 -0.704 3.902 -0.573 -0.6005
```
Positions in Å, forces in eV/Å.

The value obtained for the total energy is -12478.86491 eV. The calculation puts the HOMO energy at -11.204 eV. The value obtained for the gap between HOMO and LUMO is 11.242 eV. The multiplicity is 1. The energy above the lowest of the compared OMol25 structures with the same formula, charge and spin comes out at 2.2488 eV. The lowest unoccupied orbital energy is 0.0 eV. Its structure (SMILES) is O.O.O.O.O.O.

***

Entry 7:
Computed, not measured: a cluster of 6 separate species, H12O6 in total, with wB97M-V/def2-TZVPD.

The geometry in XYZ format:
```
18
Properties=species:S:1:pos:R:3:forces:R:3:mulliken_charge:R:1
H 0.620 0.549 2.010 -0.950 0.653 -0.054 0.3405
H -0.573 -0.214 1.458 0.404 0.757 -0.099 0.4151
H -1.702 1.265 3.077 0.031 0.037 -0.068 0.2704
H -1.530 -0.117 3.685 -0.440 -0.039 0.898 0.2232
H 1.832 2.594 -3.600 0.048 0.154 0.034 0.3242
H 1.764 2.053 -2.182 -0.016 0.180 0.187 0.2985
H -0.101 -2.313 -1.427 -0.086 0.068 -0.063 0.3124
H -1.315 -3.157 -1.076 -0.044 0.045 -0.106 0.3081
H 1.393 -0.759 1.457 0.022 -0.229 -0.237 0.3184
H 1.147 -2.175 1.953 0.154 -0.079 0.259 0.2817
H -0.016 0.882 -2.827 -0.198 0.039 -0.002 0.2619
H -1.379 0.284 -2.519 0.009 -0.047 0.094 0.3090
O -0.186 0.668 1.494 3.919 1.765 -7.300 -0.6947
O -1.123 0.495 3.062 -4.032 -0.971 6.458 -0.4911
O 1.948 2.857 -2.680 0.017 -0.271 -0.172 -0.6195
O -0.933 -2.635 -1.791 0.096 -0.036 0.147 -0.6171
O 0.926 -1.255 2.139 0.941 -1.911 0.190 -0.6669
O -0.771 0.975 -2.234 0.124 -0.113 -0.167 -0.5739
```
Positions in Å, forces in eV/Å.

The value obtained for the total energy is -12476.24832 eV. The calculation puts the HOMO energy at -8.194 eV. The value obtained for the gap between HOMO and LUMO is 8.273 eV. The multiplicity is 1. The energy above the lowest of the compared OMol25 structures with the same formula, charge and spin comes out at 4.8654 eV. The lowest unoccupied orbital energy is 0.1 eV. Its structure (SMILES) is O.O.O.O.O.O.